# 1
The following is a DFT calculation (ωB97M-V/def2-TZVPD) of C2HN3O3 in the gas phase.

Calculated values
energy relative to the best compared isomer or geometry (same formula, charge and spin)	601.51	kJ/mol
structure (SMILES)	O=c1nnnc(O)o1
gap between HOMO and LUMO	9.25	eV
total charge	0
LUMO level	-1.032	eV

Each line ends with the Mulliken charge.
Geometry (Å):
O: 2.374 -1.011 0.448  -0.394
C: 1.485 -0.224 0.057  0.528
N: 1.410 1.309 -0.476  -0.087
N: 0.321 1.859 0.029  -0.073
N: -0.958 1.251 0.581  -0.295
C: -0.892 -0.051 0.075  0.692
O: -1.973 -0.711 0.011  -0.381
O: 0.074 -0.894 -0.329  -0.350
H: -1.841 -1.529 -0.396  0.360

# 2
The following is a DFT calculation (ωB97M-V/def2-TZVPD) of C2H3BrFNO2 in the gas phase.

Calculated values
energy relative to the best compared isomer or geometry (same formula, charge and spin)	236.41	kJ/mol
structure (SMILES)	C/C(F)=[N+](\[O-])OBr
gap between HOMO and LUMO	8.66	eV
total charge	0
LUMO level	-0.527	eV

Each line ends with the Mulliken charge.
Geometry (Å):
C: -1.545 -0.055 -0.030  -1.022
C: -0.209 0.480 -0.041  0.516
F: 0.003 1.812 0.094  -0.223
N: 0.883 -0.207 0.037  0.782
O: 1.155 -1.414 -0.043  -0.700
O: 2.172 0.533 0.194  -0.379
Br: 3.668 -0.434 -0.120  0.128
H: -2.022 -0.419 0.953  0.259
H: -2.306 0.658 -0.384  0.333
H: -1.799 -0.954 -0.659  0.306

# 3
The following is a DFT calculation (ωB97M-V/def2-TZVPD) of C19H13F3N2O3S in the gas phase.

Calculated values
structure (SMILES)	Cc1nc(SCC(=O)c2ccc(F)c(F)c2)[nH]c(=O)c1Oc1ccc(F)cc1
gap between HOMO and LUMO	6.61	eV
total charge	0
LUMO level	-1.265	eV

Each line ends with the Mulliken charge.
Geometry (Å):
C: -2.484 -0.724 -2.111  -1.922
C: -1.701 -1.291 -0.994  1.575
N: -0.540 -1.476 -1.249  -0.265
C: 0.050 -2.096 0.037  -0.118
S: 1.817 -2.192 -0.372  -0.184
C: 2.220 -1.347 -1.832  -1.373
C: 2.190 0.382 -1.496  0.843
O: 1.263 1.022 -1.976  -0.594
C: 3.441 0.491 -0.855  0.423
C: 3.446 1.989 -0.398  -0.680
C: 4.576 2.423 0.275  -0.366
C: 5.481 1.722 0.799  0.628
F: 6.535 2.265 1.263  -0.284
C: 5.486 0.370 0.292  0.031
F: 6.357 -0.323 1.013  -0.313
C: 4.461 -0.070 -0.247  -0.444
N: -0.474 -2.387 1.107  0.169
C: -1.732 -2.149 1.297  0.016
O: -2.212 -2.587 2.253  -0.629
C: -2.341 -1.462 0.158  -0.049
O: -3.843 -1.574 0.351  -0.530
C: -4.359 0.024 0.256  0.727
C: -5.866 -0.108 0.315  -1.077
C: -6.389 1.112 0.227  -0.303
C: -5.648 2.416 0.140  0.176
F: -6.236 3.708 0.172  -0.288
C: -4.313 2.237 0.157  -0.706
C: -3.617 1.074 0.355  -0.411
H: -3.596 -0.984 -2.209  0.239
H: -2.134 -0.939 -2.992  0.732
H: -2.409 0.287 -2.017  0.383
H: 3.047 -1.635 -2.065  1.122
H: 1.333 -1.328 -2.723  0.353
H: 2.788 2.778 -0.905  0.301
H: 4.568 3.689 0.546  0.156
H: 4.432 -1.110 -0.388  0.399
H: 0.227 -2.656 1.799  0.267
H: -6.349 -0.972 0.450  0.606
H: -7.470 1.226 -0.081  0.262
H: -3.748 3.113 0.323  0.376
H: -2.595 0.862 0.403  0.749

# 4
The following is a DFT calculation (ωB97M-V/def2-TZVPD) of C5H7N2O2S as an isolated structure.

Calculated values
energy relative to the best compared isomer or geometry (same formula, charge and spin)	542.10	kJ/mol
gap between HOMO and LUMO	7.95	eV
total charge	-1
LUMO level	3.540	eV

Each line ends with the Mulliken charge.
Geometry (Å):
C: -2.194 0.650 -2.410  -0.270
C: -2.067 -0.588 -2.979  -0.290
C: -0.913 -0.500 -1.247  0.378
C: 1.081 0.291 0.467  -0.363
C: 2.040 0.170 1.593  -1.051
N: -1.402 0.763 -1.344  -0.494
N: -1.310 -1.364 -2.112  -0.588
O: -1.552 -0.954 1.741  -0.811
O: 0.515 -2.270 0.292  -0.613
S: 0.077 -0.900 0.159  0.762
H: -2.823 1.533 -2.741  0.318
H: -2.224 -1.131 -3.931  0.364
H: 0.565 1.124 0.351  0.507
H: 2.921 0.789 1.387  0.316
H: 1.511 0.517 2.482  0.244
H: 2.337 -0.810 1.671  0.355
H: -2.336 -1.303 1.257  0.236

# 5
The following is a DFT calculation (ωB97M-V/def2-TZVPD) of C35H43F4N2PPb as an isolated structure.

Calculated values
energy relative to the best compared isomer or geometry (same formula, charge and spin)	34.35	kJ/mol
gap between HOMO and LUMO	7.29	eV
total charge	0
LUMO level	0.391	eV

Each line ends with the Mulliken charge.
Geometry (Å):
Pb: 0.315 0.733 0.247  0.933
C: -0.342 4.242 -0.578  -1.102
C: -1.639 3.610 -1.050  -0.565
N: -1.460 2.238 -1.535  1.144
C: -2.745 1.516 -1.599  1.137
C: -3.813 2.142 -2.492  -1.610
C: -0.737 2.153 -2.821  -1.005
C: 0.550 1.340 -2.660  -1.196
N: 0.259 0.098 -1.960  -0.037
C: 0.021 -1.071 -2.589  -0.151
C: -0.733 -2.064 -1.924  0.116
F: -1.209 -1.770 -0.695  0.157
C: -0.994 -3.307 -2.443  0.063
F: -1.707 -4.170 -1.703  -0.390
C: -0.532 -3.687 -3.688  -0.689
C: 0.206 -2.740 -4.368  0.198
F: 0.710 -3.049 -5.570  -0.405
C: 0.481 -1.488 -3.858  0.485
F: 1.270 -0.682 -4.593  -0.414
H: -0.527 5.253 -0.210  0.486
H: 0.394 4.312 -1.384  0.331
H: 0.098 3.665 0.239  0.016
H: -2.090 4.245 -1.826  0.364
H: -2.344 3.566 -0.217  0.261
H: -3.120 1.433 -0.582  -1.107
H: -2.521 0.502 -1.935  -0.181
H: -4.123 3.122 -2.124  0.341
H: -4.697 1.502 -2.504  0.467
H: -3.479 2.260 -3.525  0.363
H: -0.527 3.149 -3.221  0.607
H: -1.365 1.646 -3.559  0.304
H: 1.240 1.926 -2.037  0.111
H: 1.050 1.208 -3.616  0.800
H: -0.733 -4.663 -4.104  0.495
C: -1.327 0.358 2.066  1.901
C: -0.994 1.679 2.637  -0.569
C: -2.060 2.513 2.467  0.883
C: -3.155 1.754 1.899  0.880
C: -2.736 0.473 1.676  0.256
C: -3.594 -0.659 1.202  -1.596
C: -4.516 2.313 1.606  -1.719
C: -2.120 3.968 2.822  -2.164
C: 0.319 2.025 3.276  -1.433
C: -0.916 -0.889 2.826  -1.577
H: -3.051 -1.344 0.559  0.055
H: -4.456 -0.296 0.636  0.404
H: -3.985 -1.244 2.042  0.351
H: -4.648 2.580 0.550  0.149
H: -4.706 3.218 2.186  0.451
H: -5.304 1.599 1.854  0.392
H: -1.126 4.419 2.826  0.468
H: -2.555 4.129 3.814  0.366
H: -2.731 4.532 2.114  0.416
H: 1.047 2.451 2.568  0.188
H: 0.794 1.145 3.718  0.286
H: 0.194 2.758 4.074  0.503
H: 0.148 -0.906 3.074  0.366
H: -1.140 -1.795 2.259  0.295
H: -1.467 -0.955 3.773  0.374
C: 0.907 -3.570 0.949  -2.032
P: 1.708 -1.948 0.671  1.103
C: 2.870 -1.787 2.065  0.463
C: 3.451 -2.891 2.689  -0.537
C: 4.341 -2.719 3.737  -0.638
C: 4.669 -1.441 4.171  -0.558
C: 4.102 -0.336 3.556  -0.763
C: 3.204 -0.510 2.512  -0.211
C: 2.813 -2.242 -0.748  0.808
C: 3.968 -1.478 -0.906  -0.733
C: 4.748 -1.610 -2.044  -0.737
C: 4.383 -2.504 -3.041  -0.617
C: 3.238 -3.273 -2.891  -0.804
C: 2.458 -3.143 -1.751  -0.537
H: 0.619 -3.640 1.997  0.598
H: 1.574 -4.395 0.700  0.558
H: 0.005 -3.640 0.341  0.388
H: 3.211 -3.893 2.355  0.334
H: 4.783 -3.585 4.215  0.410
H: 5.365 -1.310 4.990  0.385
H: 4.350 0.664 3.892  0.421
H: 2.758 0.361 2.045  0.318
H: 4.262 -0.773 -0.136  0.363
H: 5.644 -1.011 -2.153  0.411
H: 4.990 -2.603 -3.932  0.395
H: 2.941 -3.970 -3.665  0.456
H: 1.564 -3.747 -1.656  0.498

# 6
The following is a DFT calculation (ωB97M-V/def2-TZVPD) of C24H21BiF5N4O5S as an isolated structure.

Calculated values
energy relative to the best compared isomer or geometry (same formula, charge and spin)	27.97	kJ/mol
gap between HOMO and LUMO	7.04	eV
total charge	-1
LUMO level	1.908	eV

Each line ends with the Mulliken charge.
Geometry (Å):
Bi: -0.531 0.219 -0.044  1.959
O: 1.255 -3.994 -1.435  -0.657
C: 1.446 -3.785 -0.065  -0.551
C: 2.683 -2.934 0.269  -1.078
N: 2.457 -1.485 0.243  1.172
C: 3.199 -0.808 -0.807  -0.889
C: 2.540 -0.928 -2.204  0.472
O: 3.171 -0.453 -3.154  -0.799
O: 1.385 -1.452 -2.257  -0.748
C: 2.649 -0.901 1.563  -0.683
C: 2.259 0.590 1.810  0.070
O: 3.053 1.241 2.480  -0.753
O: 1.132 1.089 1.407  -0.533
H: 1.211 -3.108 -1.859  0.515
H: 0.554 -3.319 0.381  0.361
H: 1.577 -4.780 0.375  0.370
H: 3.041 -3.224 1.265  0.534
H: 3.459 -3.202 -0.455  0.349
H: 3.261 0.257 -0.573  0.380
H: 4.232 -1.174 -0.910  0.329
H: 2.039 -1.470 2.274  0.347
H: 3.704 -0.984 1.869  0.315
S: -2.603 -0.082 4.517  -0.442
C: -1.788 -1.612 4.437  0.657
C: -1.637 -2.569 5.429  -0.634
C: -0.913 -3.708 5.133  -0.452
C: -0.351 -3.885 3.869  -0.673
C: -0.518 -2.943 2.874  0.108
C: -1.246 -1.787 3.148  -1.077
N: -1.490 -0.745 2.288  0.106
C: -2.147 0.220 2.838  0.639
C: -2.418 1.502 2.213  0.900
C: -3.248 2.428 2.853  -1.004
C: -3.435 3.681 2.309  -0.836
C: -2.781 4.017 1.132  -0.947
C: -1.966 3.093 0.497  -0.472
C: -1.766 1.819 1.012  0.231
H: -2.075 -2.421 6.406  0.393
H: -0.776 -4.467 5.890  0.372
H: 0.223 -4.778 3.659  0.437
H: -0.081 -3.086 1.898  0.390
H: -3.747 2.159 3.777  0.404
H: -4.081 4.395 2.803  0.383
H: -2.919 5.003 0.705  0.418
H: -1.476 3.368 -0.425  0.378
N: 1.169 3.006 -2.997  0.020
C: 1.835 3.493 -1.897  -0.697
C: 1.284 2.876 -0.821  -0.845
N: 0.312 2.010 -1.264  0.947
C: 0.272 2.109 -2.578  -0.941
H: 1.427 3.150 -3.957  0.275
H: 2.630 4.209 -1.978  0.408
H: 1.500 2.950 0.229  0.622
H: -0.366 1.531 -3.218  0.483
F: -3.685 0.115 -0.669  -0.309
C: -2.626 0.447 -1.508  -0.258
F: -2.919 1.741 -1.919  -0.311
C: -2.783 -0.420 -2.748  0.649
F: -2.023 0.036 -3.760  -0.262
F: -4.049 -0.468 -3.242  -0.296
F: -2.435 -1.691 -2.511  -0.247

# 7
The following is a DFT calculation (ωB97M-V/def2-TZVPD) of a 4-piece molecular cluster, C11H19N3O3 overall.

Calculated values
energy relative to the best compared isomer or geometry (same formula, charge and spin)	382.45	kJ/mol
structure (SMILES)	CC[C@H](C)OC(=O)O.CC#N.CC#N.CC#N
gap between HOMO and LUMO	10.98	eV
total charge	0
LUMO level	0.115	eV

Each line ends with the Mulliken charge.
Geometry (Å):
C: -1.638 0.240 -0.283  -0.645
C: -0.805 -1.127 -0.139  -0.735
C: 0.763 -0.983 -0.493  0.198
C: 1.662 -0.496 0.763  -0.981
O: 0.996 -0.216 -1.713  -0.273
C: 2.276 -0.461 -2.257  0.588
O: 3.005 0.538 -2.506  -0.487
O: 2.813 -1.739 -2.569  -0.436
H: -1.053 1.121 -0.704  0.321
H: -2.097 0.469 0.753  -0.032
H: -2.545 0.016 -0.962  0.292
H: -1.226 -1.863 -0.920  0.276
H: -0.872 -1.622 0.890  0.405
H: 1.123 -2.059 -0.724  0.265
H: 2.494 -1.262 1.008  0.257
H: 0.977 -0.488 1.683  0.319
H: 2.198 0.497 0.586  0.294
H: 2.996 -2.225 -1.723  0.355
C: -3.534 3.703 1.579  -0.784
C: -3.625 2.378 2.272  0.386
N: -3.696 1.334 2.816  -0.472
H: -4.530 4.037 1.283  0.270
H: -3.094 4.443 2.250  0.282
H: -2.909 3.613 0.688  0.267
C: -4.749 -1.688 3.642  -0.343
C: -5.467 -2.608 2.701  0.283
N: -6.031 -3.333 1.960  -0.402
H: -5.446 -1.304 4.388  0.264
H: -3.947 -2.227 4.149  0.249
H: -4.322 -0.850 3.089  0.019
C: 6.344 0.423 -3.810  -0.492
C: 7.430 1.217 -3.148  0.277
N: 8.284 1.842 -2.628  -0.384
H: 5.620 0.089 -3.064  0.073
H: 5.832 1.039 -4.551  0.246
H: 6.772 -0.449 -4.306  0.279

# 8
The following is a DFT calculation (ωB97M-V/def2-TZVPD) of a 2-piece molecular cluster, C3H7NO2 overall.

Calculated values
energy relative to the best compared isomer or geometry (same formula, charge and spin)	139.18	kJ/mol
structure (SMILES)	CC=O.NC=O
gap between HOMO and LUMO	10.32	eV
total charge	0
LUMO level	0.827	eV

Each line ends with the Mulliken charge.
Geometry (Å):
C: 1.625 0.967 0.027  -0.847
C: 2.079 0.471 -1.302  0.149
O: 2.312 -0.654 -1.661  -0.472
H: 2.498 1.481 0.439  0.355
H: 0.867 1.724 -0.120  0.279
H: 1.436 0.115 0.675  0.237
H: 2.312 1.271 -2.044  0.314
N: -2.471 -1.468 1.025  -0.412
C: -2.038 -0.267 0.517  0.164
O: -1.062 0.313 0.927  -0.518
H: -3.240 -1.882 0.525  0.242
H: -1.764 -2.088 1.392  0.229
H: -2.553 0.018 -0.400  0.281